No. 1
Molecular formula: C2H2S2
Method: DFT, wB97M-V/def2-TZVPD

Summary:
Net charge   0
Strongest force on any atom   3.8 eV Å⁻¹
Structure (SMILES)   S=C1CS1
Kohn-Sham gap   0.310 hartree
LUMO energy   -0.37 eV
Multiplicity   1
Energy relative to the best compared isomer or geometry (same formula, charge and spin)   18.69 kcal/mol

Each line ends with the Mulliken charge.
CARTESIAN COORDINATES (ANGSTROEM)
1 S -1.947 2.615 -0.682  -0.2731
2 C -0.821 1.510 -0.870  0.2511
3 C -0.046 0.303 -0.252  -0.4697
4 S 0.588 1.078 -1.880  -0.0715
5 H 0.726 0.218 0.467  0.3150
6 H -0.758 -0.466 -0.254  0.2482


No. 2
Molecular formula: C28H47BrNO3P3Pd
Method: DFT, wB97M-V/def2-TZVPD

Summary:
Net charge   +2
Strongest force on any atom   2.8 eV Å⁻¹
Kohn-Sham gap (spin up / spin down)   0.289 / 0.178 hartree
LUMO energy (spin up / spin down)   -5.90 / -8.94 eV
Multiplicity   3

Each line ends with the Mulliken charge.
CARTESIAN COORDINATES (ANGSTROEM)
1 C 2.150 -3.504 -1.186  -0.3464
2 C 1.602 -2.406 -1.886  0.4069
3 C 1.013 -2.658 -3.147  -0.1516
4 C 0.921 -3.983 -3.597  -0.5735
5 N 1.366 -5.011 -2.876  -0.5244
6 C 2.000 -4.792 -1.725  -0.4119
7 C 1.547 -1.081 -1.298  0.4641
8 C 1.877 0.116 -1.026  -0.9936
9 C 2.783 1.235 -1.075  1.3642
10 C 2.435 2.497 -0.577  0.3398
11 C 3.311 3.580 -0.679  -1.2121
12 C 4.570 3.367 -1.269  -0.1613
13 C 4.944 2.113 -1.771  -0.6730
14 C 4.048 1.049 -1.674  -0.7070
15 Pd -0.246 0.007 -0.520  -0.5108
16 P -1.631 -1.732 0.018  0.4293
17 H 0.615 -1.848 -3.762  0.5331
18 H 2.655 -3.370 -0.229  0.4563
19 H 0.449 -4.207 -4.557  0.3982
20 H 2.387 -5.660 -1.189  0.4085
21 H 4.298 0.062 -2.051  0.5473
22 H 1.469 2.622 -0.081  0.3561
23 H 5.921 1.978 -2.225  0.4803
24 H 3.039 4.564 -0.309  0.5394
25 C -3.045 -1.213 1.053  -0.3253
26 C -4.325 -2.039 0.939  -1.2745
27 H -3.236 -0.162 0.785  0.4933
28 H -2.663 -1.208 2.086  0.4755
29 H -5.087 -1.602 1.596  0.4410
30 H -4.735 -2.032 -0.078  0.2804
31 H -4.191 -3.079 1.260  0.2927
32 C -2.232 -2.390 -1.580  -0.0958
33 C -2.557 -3.879 -1.682  -1.5832
34 H -1.434 -2.147 -2.301  0.2503
35 H -3.104 -1.779 -1.858  0.4419
36 H -2.899 -4.089 -2.705  0.4542
37 H -1.675 -4.509 -1.506  0.3257
38 H -3.366 -4.187 -1.005  0.3160
39 C -0.822 -3.091 0.934  0.6644
40 C -1.716 -4.160 1.553  -1.4337
41 H -0.263 -2.573 1.727  0.0240
42 H -0.093 -3.545 0.248  -0.0924
43 H -1.082 -4.920 2.026  0.4424
44 H -2.362 -3.747 2.335  0.3490
45 H -2.331 -4.683 0.811  0.2803
46 Br 5.810 4.812 -1.370  -0.1139
47 P -1.303 1.752 -1.515  0.7714
48 C -2.981 1.252 -2.028  -0.1233
49 C -3.934 2.386 -2.380  -1.4369
50 H -3.401 0.663 -1.195  0.1992
51 H -2.870 0.562 -2.878  0.3603
52 H -4.905 1.936 -2.618  0.4505
53 H -4.086 3.075 -1.542  0.3186
54 H -3.612 2.957 -3.259  0.2893
55 C -1.420 3.271 -0.514  0.2046
56 C -1.407 4.577 -1.298  -1.3765
57 H -0.599 3.244 0.220  -0.2239
58 H -2.354 3.184 0.060  0.5690
59 H -1.471 5.406 -0.582  0.4649
60 H -0.487 4.711 -1.879  0.2895
61 H -2.265 4.663 -1.976  0.2806
62 C -0.260 2.090 -2.982  -0.3296
63 C -0.979 2.648 -4.205  -1.4231
64 H 0.229 1.138 -3.245  0.3694
65 H 0.541 2.769 -2.649  0.2174
66 H -0.238 2.734 -5.010  0.4533
67 H -1.775 1.978 -4.552  0.3391
68 H -1.399 3.648 -4.034  0.2851
69 C 1.465 3.327 2.810  -0.8961
70 O 0.969 2.075 2.270  0.1451
71 P 0.038 0.924 3.067  -0.0040
72 O 0.674 0.939 4.563  -0.3222
73 C 2.060 0.998 4.962  -0.6957
74 O 0.581 -0.518 2.419  -0.2812
75 C 1.976 -0.905 2.424  -0.3873
76 H 1.205 4.088 2.068  0.2934
77 H 2.555 3.285 2.900  0.3260
78 H 1.048 3.603 3.796  0.3903
79 H 2.777 1.133 4.143  0.2922
80 H 2.185 1.803 5.690  0.2673
81 H 2.283 0.068 5.486  0.3088
82 H 2.614 -0.109 2.016  0.2675
83 H 2.266 -1.186 3.442  0.2716
84 H 2.073 -1.768 1.759  0.0054


No. 3
Molecular formula: C40H29Br2Cl5NO2W
Method: DFT, wB97M-V/def2-TZVPD

Summary:
Net charge   +1
Strongest force on any atom   0.5 eV Å⁻¹
Kohn-Sham gap (spin up / spin down)   0.242 / 0.270 hartree
LUMO energy (spin up / spin down)   -3.87 / -4.02 eV
Multiplicity   3

Each line ends with the Mulliken charge.
CARTESIAN COORDINATES (ANGSTROEM)
1 W -0.368 -0.214 -0.435  -2.1046
2 O -0.015 1.414 -1.112  0.8727
3 C 0.881 2.282 -1.846  3.2347
4 C 2.334 1.834 -1.578  -1.8208
5 C 2.641 0.418 -1.151  0.7819
6 C 3.727 -0.256 -1.686  -0.8633
7 C 4.162 -1.422 -1.080  -0.9774
8 C 3.578 -1.825 0.112  -0.5720
9 C 2.503 -1.111 0.608  0.7865
10 C 2.020 -1.285 2.026  -2.0291
11 C 0.515 -1.579 2.266  3.7015
12 O -0.188 -1.214 1.080  1.4296
13 C 0.190 -3.051 2.507  -0.4616
14 C 1.080 -4.073 2.210  -0.6967
15 C 0.716 -5.399 2.401  -0.8363
16 C -0.545 -5.712 2.879  -0.5101
17 C -1.445 -4.694 3.165  -0.9361
18 C -1.078 -3.372 2.985  -0.4386
19 C 0.024 -0.706 3.417  -0.5882
20 C 0.500 -0.977 4.697  -0.2024
21 C 0.131 -0.175 5.764  -1.0388
22 C -0.723 0.904 5.565  -0.4492
23 C -1.206 1.170 4.297  -1.1044
24 C -0.833 0.367 3.223  0.0449
25 N 1.980 -0.073 -0.083  0.2237
26 C 0.709 3.696 -1.304  -0.4394
27 C 0.580 3.883 0.070  -0.1016
28 C 0.498 5.162 0.597  -1.1127
29 C 0.562 6.265 -0.245  -0.5441
30 C 0.712 6.082 -1.610  -1.0045
31 C 0.784 4.800 -2.141  -0.2727
32 C 0.424 2.117 -3.288  -0.8065
33 C 1.176 1.466 -4.254  0.0442
34 C 0.662 1.271 -5.531  -1.0393
35 C -0.612 1.710 -5.844  -0.5349
36 C -1.379 2.347 -4.874  -1.0003
37 C -0.865 2.547 -3.606  -0.1821
38 H 2.720 2.450 -0.763  0.4670
39 H 2.937 2.091 -2.446  0.8276
40 H 4.237 0.144 -2.552  0.4808
41 H 4.992 -1.978 -1.496  0.4941
42 H 3.970 -2.667 0.665  0.4659
43 H 2.250 -0.339 2.518  0.4556
44 H 2.621 -2.041 2.525  0.6957
45 H 2.067 -3.856 1.822  0.5035
46 H 1.421 -6.187 2.169  0.4758
47 H -0.828 -6.746 3.029  0.4346
48 H -2.434 -4.931 3.536  0.4475
49 H -1.781 -2.581 3.219  0.4854
50 H 1.149 -1.829 4.861  0.4442
51 H 0.505 -0.397 6.754  0.4449
52 H -1.015 1.526 6.401  0.4280
53 H -1.884 1.997 4.131  0.5004
54 H -1.255 0.581 2.248  0.0859
55 H 0.539 3.028 0.735  0.4614
56 H 0.386 5.297 1.665  0.4606
57 H 0.500 7.264 0.165  0.4219
58 H 0.768 6.937 -2.270  0.4463
59 H 0.892 4.663 -3.209  0.4782
60 H 2.168 1.094 -4.035  0.2716
61 H 1.263 0.768 -6.277  0.4559
62 H -1.011 1.558 -6.838  0.4424
63 H -2.378 2.689 -5.110  0.4327
64 H -1.466 3.040 -2.850  0.4927
65 Br -0.147 -1.385 -2.530  -0.2599
66 C 0.273 -5.083 -2.770  -0.8358
67 Br 1.042 -4.741 -1.131  0.1352
68 H 0.913 -5.082 -3.634  0.3515
69 H -0.782 -5.290 -2.784  0.3897
70 Cl -2.459 2.431 0.208  -0.1574
71 C -3.261 0.949 -0.179  0.9392
72 C -2.500 -0.218 -0.356  -0.5265
73 C -3.233 -1.408 -0.477  0.4413
74 Cl -2.390 -2.906 -0.461  -0.0143
75 C -4.622 -1.433 -0.551  -0.2607
76 Cl -5.460 -2.916 -0.734  -0.1795
77 C -5.332 -0.235 -0.470  0.6006
78 Cl -7.037 -0.242 -0.589  -0.1634
79 C -4.650 0.961 -0.258  -0.2412
80 Cl -5.523 2.425 -0.081  -0.1715